Entry 1:
ORCA calculation (ωB97M-V/def2-TZVPD) on an isolated molecule of C7H6O2.

SMILES	C=C1C=C(C=O)CC1=O
E_HOMO	-9.5	eV

Structure (XYZ):
```
15
C7H6O2 (ωB97M-V/def2-TZVPD)
C -2.3792 1.0068 0.0215
C -1.1971 0.3965 -0.0056
C 0.1251 1.0124 0.0189
C 1.0546 0.0400 -0.0054
C 0.5342 -1.3473 -0.0066
C -0.9983 -1.0909 -0.0245
C 2.4974 0.3235 0.0142
H -3.3035 0.4350 -0.0690
H -2.4582 2.0996 -0.0569
H 0.2593 2.0981 -0.0323
H 0.8193 -2.0022 -0.8466
H 0.8471 -1.8931 0.9030
H 2.7987 1.4111 0.0696
O -1.8822 -1.8855 0.0284
O 3.2828 -0.6039 -0.0085
```



Entry 2:
ORCA calculation (ωB97M-V/def2-TZVPD) on an isolated molecule of C7H6O3.

E_HOMO (alpha / beta)	-7.4 / -8.2	eV

Structure (XYZ):
```
16
C7H6O3 (ωB97M-V/def2-TZVPD)
C -3.1258 -0.2792 0.3226
C -2.4559 0.4378 -0.6405
C -2.2188 -0.9709 1.0125
C -1.0619 0.1933 -0.4435
C 3.6384 -0.3716 0.4400
C 0.3265 0.6701 -0.7025
C 2.5963 0.3273 -0.4325
O 4.8595 -0.2613 0.4456
O -0.9510 -0.6229 0.5701
O 1.3220 0.2071 -0.0471
H -4.1690 -0.3111 0.5043
H -2.9384 1.1115 -1.3950
H -2.3143 -1.5716 1.9532
H 3.2765 -1.0329 1.1149
H 0.4307 1.4018 -1.4839
H 2.7853 1.0725 -1.2182
```



Entry 3:
ORCA calculation (ωB97M-V/def2-TZVPD) on an isolated molecule of C7H6O3.

SMILES	O=C(O)/C=C\c1ccco1
E_HOMO	-8.7	eV

Structure (XYZ):
```
16
C7H6O3 (ωB97M-V/def2-TZVPD)
C 2.2078 -0.1006 0.1161
C 1.5118 1.1417 -0.1923
C 0.2389 1.4757 -0.0334
C -0.9817 0.6360 0.0557
C -2.3139 0.8537 0.3626
C -3.0421 -0.3098 -0.0313
C -2.0965 -1.2058 -0.3557
H 2.1593 -1.5451 1.0955
H 2.3654 1.9353 -0.3279
H 0.1592 2.5972 -0.3202
H -2.7375 1.7427 0.7087
H -4.0279 -0.5498 0.2305
H -2.1037 -2.2582 -0.4848
O 1.5126 -0.8936 0.9970
O 3.1495 -0.5405 -0.5647
O -0.7821 -0.6743 -0.4864
```



Entry 4:
ORCA calculation (ωB97M-V/def2-TZVPD) on a structure of composition C7H6O5PbS.

net charge	+2
E_HOMO (alpha / beta)	-15.5 / -15.2	eV

Structure (XYZ):
```
20
C7H6O5PbS (ωB97M-V/def2-TZVPD)
O -0.2563 3.0448 -1.3795
C -0.2570 1.8950 -1.3795
Pb -0.2583 -0.0160 -1.3797
O -0.2581 -0.0158 -4.4405
C -0.2582 -0.0158 -3.2907
C -0.2597 -1.9271 -1.3799
O -0.2605 -3.0769 -1.3800
C -2.1693 -0.0147 -1.3798
O -3.3191 -0.0140 -1.3799
C 1.6527 -0.0174 -1.3796
O 2.8024 -0.0181 -1.3794
C -0.8230 0.0410 2.8998
S -0.3533 0.0761 1.1391
C 1.4435 -0.0061 1.5071
H -1.9309 0.0757 2.9515
H -0.4670 0.9556 3.4182
H -0.4951 -0.9029 3.3835
H 1.6507 0.0018 2.5970
H 1.8645 -0.9634 1.1367
H 1.9525 0.8984 1.1157
```



Entry 5:
ORCA calculation (ωB97M-V/def2-TZVPD) on a cluster of 2 separate species, C7H6Si in total.

E_HOMO (alpha / beta)	-9.0 / -7.0	eV

Structure (XYZ):
```
14
C7H6Si (ωB97M-V/def2-TZVPD)
C 3.5436 1.8229 1.6592
C 1.8868 0.5838 -3.0352
C -1.6893 1.8345 0.3777
C 2.6051 1.7848 0.8924
C 1.6562 0.7712 -1.8583
C -0.5271 1.7975 0.1554
C -1.7526 -1.1670 0.8225
Si 1.2571 1.4794 -0.2402
H 4.4492 1.9686 2.2187
H 2.0606 -0.1472 -3.7817
H -2.7211 1.8966 0.5077
H -1.1896 -1.9857 1.0523
H -2.0589 -0.3989 1.4860
H -1.5208 -0.6586 -0.0605
```



Entry 6:
ORCA calculation (ωB97M-V/def2-TZVPD) on an isolated molecule of C7H7BN2O4S.

E_HOMO	-8.7	eV

Structure (XYZ):
```
22
C7H7BN2O4S (ωB97M-V/def2-TZVPD)
B -0.0548 -0.2334 -2.3519
C 0.1036 0.1223 1.4222
C -1.1717 -0.2560 1.9166
C -1.8812 -0.7606 -0.3460
C -0.6137 -0.4140 -0.8554
C 0.3752 0.0554 0.0520
C -2.1650 -0.6692 1.0612
C 1.7230 0.3335 -0.4089
N -3.3276 -1.1574 1.6557
N 4.2280 1.6559 0.3474
O 4.6783 0.5649 0.4739
O 4.7613 2.7100 0.4926
O 1.1783 0.1786 -2.4573
O -0.8566 -0.6733 -3.3517
S 2.4068 1.8471 0.1392
H 0.9129 0.3554 2.0858
H -1.4142 -0.2924 2.9415
H -2.8398 -0.7782 -0.9911
H 2.1973 -0.3553 -1.1632
H -3.5655 -0.6188 2.4738
H -4.1219 -1.1678 1.1117
H -0.5528 -0.4466 -4.2479
```



Entry 7:
ORCA calculation (ωB97M-V/def2-TZVPD) on a structure of composition C7H7BiO6.

net charge	+2
E_HOMO (alpha / beta)	-15.9 / -15.9	eV

Structure (XYZ):
```
21
C7H7BiO6 (ωB97M-V/def2-TZVPD)
O -0.7505 0.8692 -5.7643
C -0.1754 0.5766 -4.8676
Bi 0.7725 0.7411 -0.2964
O 1.9049 -0.8519 -2.8540
C 1.5329 -0.3310 -1.8620
C 2.1201 -0.0283 1.1129
O 2.8548 -0.4769 1.9214
C -0.1893 1.9868 1.0330
O -0.7908 2.7527 1.6988
C 2.0602 2.3644 -0.8077
O 2.6575 3.2948 -1.1909
H -0.3164 1.4607 -1.4893
C -2.1514 -1.4968 1.8928
C -0.7169 -1.1930 1.6709
O -0.7327 -0.9706 0.2044
H -2.7745 -0.6390 1.6532
H -2.2327 -1.7318 2.9344
H -2.4536 -2.3514 1.2912
H -0.3788 -0.2857 2.1936
H -0.0107 -2.0017 1.8344
H -0.2290 -1.6884 -0.3089
```



Entry 8:
ORCA calculation (ωB97M-V/def2-TZVPD) on a structure of composition C7H7Br21.

E_HOMO	-10.2	eV

Structure (XYZ):
```
35
C7H7Br21 (ωB97M-V/def2-TZVPD)
C 4.5484 0.2128 0.0801
Br 5.8444 -1.0702 -0.5131
Br 2.9534 -0.6417 0.6864
Br 4.2036 1.5495 -1.2573
H 5.0034 0.7357 0.9081
C 1.8762 -1.6784 -4.1540
Br 1.5889 -3.1013 -5.4239
Br 1.0641 -0.0383 -4.7351
Br 3.7392 -1.4457 -3.7917
H 1.3762 -1.9839 -3.2480
C -3.0622 1.8652 3.5167
Br -3.2318 3.7342 3.1956
Br -4.6351 0.9393 2.9547
Br -2.6316 1.4663 5.3409
H -2.2333 1.5014 2.9238
C 0.0197 -3.5730 2.9768
Br 1.3307 -4.1640 1.7302
Br -0.1121 -1.6566 2.9630
Br 0.4177 -4.2166 4.7413
H -0.9476 -3.9659 2.6993
C 1.5342 5.1246 -2.1413
Br 3.2484 5.9602 -2.0078
Br 1.4246 4.0016 -3.6973
Br 0.1199 6.4335 -2.1364
H 1.3854 4.5114 -1.2645
C -0.4590 0.3662 -0.1273
Br -0.3109 -1.2256 -1.1846
Br -2.2782 0.7228 0.3074
Br 0.3819 1.8097 -1.0024
H 0.0829 0.1546 0.7835
C -4.4307 -2.3516 0.2107
Br -5.9159 -3.0668 1.1972
Br -4.7965 -2.2526 -1.6634
Br -2.8226 -3.3145 0.5667
H -4.2757 -1.3423 0.5657
```



Entry 9:
ORCA calculation (ωB97M-V/def2-TZVPD) on a cluster of 2 separate species, C7H7BrN3OS in total.

net charge	+1
E_HOMO	-13.5	eV

Structure (XYZ):
```
20
C7H7BrN3OS (ωB97M-V/def2-TZVPD)
C -3.7973 1.5595 0.6855
C 2.5386 1.0939 -0.5642
C 1.1625 1.0906 -0.6279
C 2.4957 -0.8748 0.8727
C 3.2154 0.1192 0.1939
C 0.5375 0.0353 0.0244
C -1.7180 -1.7360 -0.6737
N -4.6165 2.2845 0.3947
N 1.1745 -0.8924 0.7217
N -1.9716 0.4561 1.1426
O -1.6157 0.8710 -1.2601
S -1.2942 -0.0867 -0.2244
Br 5.1604 0.1303 0.3163
H 3.0659 1.8073 -1.0831
H 0.6293 1.8396 -1.0130
H 2.9405 -1.7309 1.3356
H -2.7090 -1.5296 -0.9571
H -1.7786 -2.2891 0.1553
H -1.0826 -2.1146 -1.4145
H -2.3367 -0.0331 1.9753
```



Entry 10:
ORCA calculation (ωB97M-V/def2-TZVPD) on an isolated molecule of C7H7Cl2NO.

SMILES	COc1cc(N)c(Cl)cc1Cl
E_HOMO	-8.1	eV

Structure (XYZ):
```
18
C7H7Cl2NO (ωB97M-V/def2-TZVPD)
C 2.3351 -1.4355 2.2632
C 0.6131 -0.9402 0.6889
C -0.6307 -1.4698 0.2938
C -1.5197 -0.7328 -0.5869
C -1.1736 0.6014 -0.8533
C 0.0628 1.1029 -0.4210
C 0.9416 0.3909 0.3437
H 3.3286 -1.1968 1.5484
H 2.8667 -2.1173 2.9724
H 1.9774 -0.4801 2.9071
H -0.8098 -2.4936 0.6016
H -3.0255 -2.0819 -0.6265
H -3.7457 -0.6774 -1.2320
H 0.2563 2.0732 -0.9054
N -2.7264 -1.3046 -1.0140
O 1.3089 -1.8927 1.3644
Cl -2.2438 1.5846 -1.8079
Cl 2.4787 1.1300 0.6636
```



Entry 11:
ORCA calculation (ωB97M-V/def2-TZVPD) on a structure of composition C7H7ClFNO.

E_HOMO	-8.8	eV

Structure (XYZ):
```
18
C7H7ClFNO (ωB97M-V/def2-TZVPD)
C -1.8141 -0.5140 -0.4275
C -0.4476 0.0024 -0.3023
C -0.4481 1.4197 -0.3862
C 0.8366 2.0264 0.0034
C 1.9410 1.1706 0.2872
C 1.7808 -0.1532 0.0499
C 0.6737 -0.8227 -0.0165
H -2.7358 -1.9824 0.8363
H -1.6573 -0.9851 1.8763
H -2.0968 -1.0406 -1.4861
H -2.6509 0.5520 -0.1501
H -1.2244 2.1121 -0.6353
H 2.8404 1.7667 0.3098
H 1.7466 -2.2538 -0.4644
N -1.7261 -1.5346 0.8525
O 0.6913 -2.1122 -0.4905
F 0.9368 3.4219 0.1049
Cl 3.3538 -1.0732 0.0388
```



Entry 12:
ORCA calculation (ωB97M-V/def2-TZVPD) on an isolated molecule of C7H7ClN2.

SMILES	[H]/N=C(\N)c1ccc(Cl)cc1
E_HOMO	-9.1	eV

Structure (XYZ):
```
17
C7H7ClN2 (ωB97M-V/def2-TZVPD)
C 1.6943 -1.8417 0.6448
C 0.5487 -0.7698 0.3328
C 1.1533 0.5556 -0.0861
C 0.2188 1.5888 -0.2460
C -1.1446 1.2743 -0.3151
C -1.6715 -0.0204 -0.0886
C -0.7608 -1.1709 0.2979
H 2.0440 -3.7839 1.2716
H 0.5582 -3.0779 1.6514
H 3.3550 -2.3905 1.0013
H 2.2380 0.3989 -0.2549
H 0.4694 2.6146 -0.7600
H -2.7129 -0.2704 -0.2191
H -1.0356 -2.2897 0.5233
N 1.3397 -3.1778 1.0690
N 2.9558 -1.5719 0.5153
Cl -2.0714 2.6090 -1.0319
```



For the records above, the corresponding energy relative to the best compared isomer or geometry (same formula, charge and spin) values read 10.4; 113.0; 47.9; 393.1; 94.2; 20.2; 225.5; 1.0; 144.4; 52.0; 47.1; 53.8 kcal per mole.